Entry from the OMol25 dataset: 2 unconnected molecules or ions with the total composition C12H20P at a distorted geometry (ωB97M-V with the def2-TZVPD basis set).

As for the orbital gap: 0.3598 Eh. The value obtained for the LUMO energy is -3.0 eV. As for the total charge: +1.

```
33
Properties=species:S:1:pos:R:3:forces:R:3:lowdin_charge:R:1
C 1.975 0.478 -0.621 -0.8882 0.8177 -0.7170 -0.200
C 1.853 -2.592 -1.818 0.5881 0.7658 -2.3148 -0.233
C -2.131 1.714 2.321 2.5086 -0.1191 2.4989 -0.129
C -1.743 -0.753 -1.225 0.1622 0.3540 -1.2074 -0.191
C 1.470 0.558 0.602 -0.7688 1.1580 3.1488 -0.268
C 1.722 -2.257 -2.977 -0.6456 -0.1491 1.7780 0.107
C -1.015 0.997 2.323 1.7037 -1.5267 -0.3547 -0.240
C -1.240 0.297 -0.576 0.0909 1.3252 2.4395 -0.265
C 3.294 1.125 -0.929 -1.0871 0.6597 2.0638 -0.055
C 2.375 -2.929 -0.522 0.5797 -3.7119 -1.6083 -0.104
C -2.617 2.347 3.607 4.7627 -0.3556 -0.4747 -0.038
C -2.641 -0.458 -2.377 1.1262 -1.5302 -3.1191 -0.100
P -0.250 0.106 0.932 -0.6466 -0.6025 -0.7021 0.993
H 1.289 0.024 -1.429 1.5800 0.6883 1.1168 0.117
H -0.300 -1.272 1.339 0.0087 0.6981 -0.2781 0.068
H -2.508 1.871 1.377 -1.6716 0.6570 -1.6911 0.067
H -1.507 -1.833 -1.020 -0.0856 1.3479 0.0183 0.133
H 1.913 1.086 1.565 -0.3665 -1.1191 -2.3874 0.133
H 1.330 -1.827 -3.854 0.0673 -0.0351 -0.7195 0.022
H -0.415 0.689 3.193 -0.5662 0.6682 0.1678 0.090
H -1.572 1.418 -0.599 0.5500 -2.2748 -0.9053 0.134
H 3.969 0.376 -1.089 2.2013 -2.3384 0.1663 0.052
H 3.698 1.843 -0.159 -0.7383 -0.8879 -0.7681 0.120
H 3.335 1.524 -1.879 -0.5221 1.5418 -2.0208 0.060
H 2.446 -2.082 0.030 0.3559 2.4993 1.9790 0.000
H 3.440 -3.375 -0.691 -2.0593 0.4365 0.6957 0.141
H 1.616 -3.614 -0.077 1.1006 0.0702 0.2022 0.096
H -3.132 3.171 3.390 -2.3516 3.2699 -0.6286 0.035
H -1.817 2.632 4.385 -0.6919 -0.5007 -1.6304 0.135
H -3.163 1.666 4.090 -2.6774 -2.5649 1.8834 0.042
H -2.360 -0.984 -3.403 -0.0034 0.4174 2.2620 0.131
H -2.662 0.559 -2.765 -0.3255 0.2723 0.9383 0.080
H -3.580 -0.912 -2.183 -1.2902 0.0686 0.1686 0.066
```
Forces are in eV/Å.

***

Entry from the OMol25 dataset: a molecular structure, C12H21AlCl2MnO3P at a distorted geometry (ωB97M-V with the def2-TZVPD basis set).

As for the orbital gap (alpha / beta): 0.2644 / 0.1333 Eh. The value obtained for the LUMO energy (alpha / beta) is -15.8 / -19.0 eV. As for the expectation value of S²: 6.059. The multiplicity is 5. As for the total charge: +4.

```
41
Properties=species:S:1:pos:R:3:forces:R:3:lowdin_charge:R:1
Mn 0.663 3.660 -4.700 -3.3046 -2.8402 0.9101 0.567
Al 1.773 0.464 -0.994 2.7370 1.8011 0.6378 0.255
Cl -1.072 2.769 -3.510 1.5649 0.4271 -0.6814 0.064
Cl 3.360 1.834 -0.522 -1.8350 -1.4419 -0.7807 0.411
C 1.747 -0.876 -2.626 -2.8500 -5.3840 -5.6385 0.142
C 0.042 5.412 -4.940 -3.6865 8.7449 0.2125 -0.012
C 2.499 3.937 -4.851 7.9326 1.7610 -0.3969 -0.025
O 1.351 -1.659 -3.416 2.9488 5.2180 5.1851 0.279
O -0.474 6.474 -4.904 3.3427 -6.8420 -0.4031 0.258
O 3.652 4.095 -4.850 -5.5816 -0.8635 -0.0159 0.248
C 2.516 -1.465 1.489 0.0629 0.2724 0.3523 -0.078
C 1.022 -1.802 1.299 1.2921 0.4202 1.3241 -0.463
C 0.393 -2.213 2.638 -0.5906 -0.4930 -0.3782 -0.034
P 0.160 -0.501 0.307 -1.5070 -2.1056 0.2738 1.057
C -1.176 -1.369 -0.657 -0.4510 0.3046 -0.1529 -0.481
C -1.874 -2.513 0.083 0.7407 -0.1180 -0.0297 -0.031
C -2.167 -0.361 -1.224 0.2813 0.3829 -0.6349 -0.066
C -0.743 0.672 1.447 -0.9722 1.3938 2.5274 -0.416
C -1.927 0.141 2.263 0.5323 -0.2097 -1.4605 0.002
C 0.261 1.413 2.338 0.5665 -0.7478 -0.6454 -0.022
H 2.672 -0.533 2.065 -0.0883 -0.4042 -0.0431 0.107
H 3.117 -1.364 0.571 -0.2342 -0.0863 -0.1836 0.072
H 2.988 -2.287 2.055 -0.0851 0.3481 -0.1816 0.133
H 0.961 -2.683 0.647 -0.4150 -0.0726 -0.5308 0.152
H 0.386 -1.407 3.376 0.2706 0.1634 0.1060 0.104
H -0.625 -2.614 2.552 0.2957 0.1553 -0.1270 0.091
H 0.986 -3.037 3.070 0.0148 0.3013 -0.0591 0.140
H -0.633 -1.799 -1.515 0.2095 -0.0252 0.0927 0.117
H -2.413 -2.196 0.970 -0.2166 0.0678 0.1181 0.092
H -2.592 -2.940 -0.616 -0.1820 0.0261 -0.0167 0.127
H -1.192 -3.320 0.367 -0.0438 0.0994 -0.0146 0.099
H -1.722 0.375 -1.919 -0.0335 -0.3411 0.1624 0.048
H -2.922 -0.918 -1.778 -0.1455 0.1549 -0.0012 0.124
H -2.652 0.214 -0.444 -0.3459 -0.0320 0.1722 0.082
H -1.164 1.400 0.726 -0.0463 -0.3540 -0.8048 0.161
H -1.648 -0.677 2.935 0.1239 0.1663 0.3782 0.109
H -2.262 0.989 2.874 -0.1997 -0.0729 0.3448 0.152
H -2.768 -0.166 1.641 0.0214 0.1447 0.0821 0.094
H 1.023 1.953 1.771 0.0179 -0.0769 0.0038 0.080
H -0.308 2.150 2.925 -0.0641 -0.0979 0.1132 0.148
H 0.763 0.746 3.056 -0.0774 0.2554 0.1839 0.114
```
Forces are in eV/Å.

***

Entry from the OMol25 dataset: 2 unconnected molecules or ions with the total composition C12H21BClNO5P at a distorted geometry (ωB97M-V with the def2-TZVPD basis set).

As for the orbital gap: 0.2603 Eh. The value obtained for the LUMO energy is 2.2 eV. As for the total charge: -1.

```
42
Properties=species:S:1:pos:R:3:forces:R:3:lowdin_charge:R:1
C 0.394 -2.942 0.715 0.6776 0.1529 0.4215 -0.134
C 1.210 -1.832 0.004 -0.3296 -0.8381 -1.1681 -0.301
C 0.406 -0.913 -0.943 0.6020 0.4851 0.7267 -0.616
Cl -0.678 -1.919 -2.030 0.2289 0.0578 0.1117 0.541
B -0.372 0.357 -0.244 -0.5813 -0.1469 -0.4253 -0.642
C -1.577 -0.048 0.825 -0.2494 0.7044 0.3967 -0.102
C -2.905 0.580 0.452 0.8334 -0.5638 0.2230 -0.245
C -3.514 1.566 1.206 0.2204 -0.1071 0.1869 -0.054
C -4.723 2.079 0.798 -0.9214 1.1134 0.6738 -0.128
C -5.352 1.679 -0.353 -0.3868 -0.3012 -0.8510 -0.131
C -4.732 0.715 -1.136 -0.3032 0.0864 -0.0008 -0.105
C -3.543 0.181 -0.711 0.1608 -0.7928 -0.7886 -0.066
C 0.768 1.346 0.462 0.9908 0.1025 -0.6832 -0.193
P 0.717 3.043 -0.166 -1.5382 -1.1485 0.3999 0.424
O -0.636 3.522 -0.470 -0.1945 0.8267 0.2583 -0.304
O 1.618 3.144 -1.510 0.5254 -0.2549 0.6686 -0.140
O 1.392 3.970 0.994 0.3763 -0.0341 -0.4901 -0.173
H 0.506 -2.820 1.799 -0.3685 -0.1078 -0.1013 0.065
H 0.812 -3.925 0.467 -0.0985 0.1274 0.0415 0.056
H -0.658 -2.971 0.432 0.1066 0.2029 0.1047 0.033
H 1.792 -1.206 0.688 -0.2999 -0.0445 0.0810 0.091
H 1.955 -2.347 -0.622 -0.0341 0.0829 0.1763 0.072
H 1.141 -0.476 -1.634 -0.2081 -0.1688 -0.0625 0.070
H -0.905 0.966 -1.148 0.1036 -0.0066 -0.1940 0.090
H -1.329 0.368 1.818 0.0446 -0.3247 -0.0685 0.083
H -1.725 -1.127 0.960 0.0535 0.1065 -0.1130 0.082
H -3.057 1.935 2.120 0.0424 -0.0950 -0.1000 0.107
H -5.217 2.840 1.404 0.1717 -0.0809 -0.0161 0.092
H -6.309 2.075 -0.683 0.1198 0.1671 0.2615 0.087
H -5.158 0.369 -2.074 -0.0886 0.0888 0.1308 0.094
H -3.107 -0.591 -1.342 0.2676 0.1356 0.2349 0.084
H 1.774 0.959 0.204 -0.0898 0.0936 0.2983 0.059
H 0.702 1.338 1.556 0.0545 0.2656 -0.1447 0.072
H 2.010 2.283 -1.709 0.0002 0.1274 -0.0122 0.066
H 0.733 4.634 1.233 0.0149 -0.0062 -0.1326 0.062
C 5.682 -2.946 -0.379 0.1270 -0.1532 0.1150 0.041
N 4.967 -1.712 0.046 0.0168 -0.0041 0.0613 -0.448
O 5.229 -1.260 1.143 -0.0232 0.0081 -0.0367 0.063
O 4.171 -1.252 -0.739 0.1480 0.1300 -0.0545 0.063
H 6.357 -3.245 0.414 -0.0384 0.0642 0.0272 0.089
H 4.931 -3.709 -0.563 -0.0204 0.0660 -0.1034 0.099
H 6.229 -2.709 -1.288 -0.1128 -0.0161 -0.0531 0.096
```
Forces are in eV/Å.

***

Entry from the OMol25 dataset: 3 unconnected molecules or ions with the total composition C12H21BF2O8 at a distorted geometry (ωB97M-V with the def2-TZVPD basis set).

As for the orbital gap: 0.3655 Eh. The value obtained for the LUMO energy is 0.4 eV. As for the total charge: 0.

```
44
Properties=species:S:1:pos:R:3:forces:R:3:lowdin_charge:R:1
C -1.804 -3.539 -0.512 0.5144 0.0439 -0.5778 -0.133
C -0.962 -2.144 -0.861 0.9070 -0.9793 1.3877 -0.233
C -1.401 -0.985 0.190 0.3890 0.1273 0.7491 -0.216
C -2.459 0.134 -0.318 -0.0811 1.3235 0.0352 -0.232
C -3.054 -0.031 -1.827 0.2429 0.4565 0.1871 -0.190
B -4.251 -1.156 -1.995 0.8521 1.1410 0.4735 -0.060
C -5.191 -1.765 -0.790 0.1685 -1.6397 0.2686 -0.162
O -6.373 -0.941 -0.494 3.5703 1.1285 -2.8681 -0.220
O -7.038 -1.623 0.428 -2.5791 -1.0489 4.2879 -0.085
H -2.282 -3.920 -1.509 0.8040 0.3553 2.0153 0.073
H -1.033 -4.338 -0.083 -1.8569 1.6156 -1.0525 0.083
H -2.642 -3.382 0.294 1.6376 -0.1949 -1.6619 0.062
H -0.974 -1.861 -1.994 -0.2865 -0.4422 2.2438 0.099
H 0.175 -2.414 -0.612 -2.4378 0.7705 -0.6463 0.110
H -0.435 -0.422 0.579 -1.9985 -1.1799 -0.9044 0.095
H -1.865 -1.520 1.151 1.0687 1.0685 -2.1031 0.114
H -3.363 0.212 0.439 1.7816 -0.2069 -1.5592 0.112
H -1.917 1.195 -0.273 -1.1495 -2.2749 -0.0447 0.115
H -3.556 1.015 -2.109 0.8391 -2.0885 0.5019 0.126
H -2.173 -0.154 -2.621 -1.9712 0.2216 1.6727 0.106
H -4.445 -1.566 -3.102 -0.0824 0.0068 0.0802 0.056
H -5.593 -2.814 -1.180 0.7365 2.0075 0.9269 0.130
H -4.597 -1.996 0.211 -1.1625 0.6789 -1.9074 0.119
H -7.018 -1.058 1.263 0.1201 -0.8824 -1.4993 0.140
C 3.089 1.357 3.545 0.9669 0.4572 0.8025 -0.079
C 1.611 1.166 3.540 -0.5754 0.5138 0.1946 -0.329
O 1.320 0.886 2.189 0.6804 -0.5805 0.0728 0.129
C 2.443 0.287 1.702 0.5694 -1.5091 -2.7944 -0.506
O 2.484 -0.344 0.658 -0.1191 1.4960 2.4843 0.136
O 3.516 0.473 2.529 -0.8236 -0.3947 -0.7376 0.072
F 0.976 2.309 3.884 -0.2754 0.0614 0.1850 0.081
H 3.385 2.379 3.285 -0.2764 -0.0650 -0.0292 0.135
H 3.539 1.095 4.507 0.0112 -0.1340 -0.2477 0.145
H 1.263 0.341 4.170 -0.1379 0.1758 -0.0111 0.177
C 5.934 2.581 -1.866 1.0957 0.2097 -0.6468 -0.075
C 4.524 2.172 -2.120 -0.3709 -0.7821 -0.4336 -0.327
O 3.981 2.039 -0.826 0.4739 0.9755 0.2792 0.140
C 4.680 2.920 -0.056 -0.6150 0.8347 2.6970 -0.486
O 4.326 3.293 1.050 0.8348 -0.9039 -2.4378 0.144
O 5.824 3.339 -0.678 -0.9450 -0.1021 0.6645 0.078
F 4.474 0.966 -2.728 -0.1564 -0.0391 -0.2009 0.086
H 6.598 1.728 -1.691 -0.2770 -0.0668 -0.0861 0.151
H 6.345 3.185 -2.679 -0.0559 0.0494 0.2701 0.145
H 3.940 2.902 -2.691 -0.0308 -0.2041 -0.0301 0.178
```
Forces are in eV/Å.